The following is a quantum chemistry calculation of a cluster of 9 separate species, C29H69IN8O10P in total in a non-equilibrium geometry, from the Open Molecules 2025 dataset.

The value obtained for the energy relative to the best compared isomer or geometry (same formula, charge and spin) is 66.3 kcal per mole. Its total energy is -2975.83075 hartree. The value obtained for the HOMO energy is -3.611 eV. Its LUMO energy is 1.996 eV. For the molar mass, the calculation gives 847.8 g/mol. The net charge is -1.

Element x y z (Å)
C -3.53114 -2.96116 -2.81076
C -1.90326 -3.01260 -2.71970
C -1.12329 -1.58869 -2.89479
I -1.75424 -0.41280 -4.66264
C -1.08773 -0.64652 -1.53603
C -0.92124 -1.35044 -0.06500
O -1.60022 -0.50174 0.97016
P -2.96759 0.09557 0.00764
O -2.00712 0.49503 -1.42555
H -3.97896 -2.23686 -3.61112
H -4.08760 -2.74094 -1.79471
H -3.88566 -4.05597 -3.12819
H -1.60209 -3.53898 -1.69142
H -1.50475 -3.75029 -3.56315
H 0.01909 -1.86268 -3.10996
H -0.04171 -0.08924 -1.68417
H 0.22342 -1.54738 0.13641
H -1.41122 -2.39000 0.15731
H -3.94219 -0.45114 0.92984
H -2.84398 1.38748 0.64138
H -4.06190 0.60386 -0.83105
H -3.07714 -1.19712 -0.63597
C -6.13361 -4.68725 0.58423
C -4.65684 -4.71291 0.30550
O -4.03850 -3.70734 -0.03784
N -3.99926 -5.89992 0.44352
C -4.54040 -7.18055 0.83331
H -6.51659 -3.67417 0.43213
H -6.65559 -5.36040 -0.10113
H -6.32380 -4.97625 1.62146
H -3.00850 -5.83747 0.23869
H -4.01703 -7.50947 1.73445
H -4.34622 -7.89047 0.02573
H -5.61229 -7.13789 1.03031
C -2.47386 -2.67755 2.93487
C -3.21243 -3.78914 3.62632
O -3.50537 -4.83600 3.05216
N -3.56018 -3.61155 4.93322
C -3.31025 -2.46620 5.77611
H -2.26613 -2.96506 1.90030
H -3.08518 -1.77118 2.92542
H -1.52188 -2.49036 3.43908
H -4.05446 -4.40288 5.32938
H -2.72252 -2.79937 6.63502
H -4.27321 -2.08596 6.12543
H -2.77375 -1.67313 5.25383
C 1.14157 2.16106 -3.27334
C 2.22106 1.11533 -3.29203
O 2.25867 0.19946 -2.47278
N 3.18106 1.20259 -4.25703
C 3.31150 2.19253 -5.29999
H 0.45125 1.95890 -2.44950
H 1.58140 3.15029 -3.12064
H 0.57844 2.13446 -4.21020
H 3.87284 0.46356 -4.20469
H 3.28556 1.67599 -6.26263
H 4.28037 2.68366 -5.18179
H 2.51815 2.94025 -5.26691
C 1.24151 -2.73163 -6.06212
C 1.73611 -3.74306 -7.05791
O 2.31356 -3.41426 -8.09225
N 1.52797 -5.06360 -6.78719
C 0.87663 -5.64787 -5.63865
H 1.48000 -1.72438 -6.41523
H 0.15649 -2.81206 -5.95445
H 1.73297 -2.88482 -5.09748
H 1.88879 -5.68318 -7.50370
H 1.59173 -6.30959 -5.14375
H 0.02794 -6.23733 -5.99381
H 0.52642 -4.89597 -4.93044
C 7.28842 -0.18963 0.75567
C 6.29153 0.91309 0.53332
O 6.54108 2.08535 0.80705
N 5.07616 0.58223 0.01001
C 4.59487 -0.72375 -0.37412
H 8.20742 0.22802 1.17655
H 6.88623 -0.92095 1.46188
H 7.53185 -0.67143 -0.19519
H 4.45962 1.37775 -0.11035
H 4.33609 -0.69088 -1.43531
H 3.69576 -0.93840 0.20846
H 5.33422 -1.50734 -0.20410
C 4.64076 2.55905 3.19984
C 3.90218 1.44747 3.89129
O 3.60924 0.40060 3.31714
N 3.55444 1.62505 5.19819
C 3.80436 2.77041 6.04109
H 4.84848 2.27154 2.16528
H 4.02943 3.46542 3.19040
H 5.59274 2.74624 3.70405
H 3.06016 0.83372 5.59436
H 4.39209 2.43723 6.90000
H 2.84141 3.15064 6.39040
H 4.34087 3.56347 5.51881
C -4.55380 4.80530 0.40154
C -5.29238 3.69372 1.09299
O -5.58532 2.64685 0.51883
N -5.64012 3.87131 2.39989
C -5.39020 5.01666 3.24278
H -4.34608 4.51780 -0.63303
H -5.16513 5.71168 0.39209
H -3.60182 4.99250 0.90575
H -6.13441 3.07998 2.79605
H -4.80247 4.68349 4.10169
H -6.35315 5.39690 3.59209
H -4.85370 5.80973 2.72050
C 2.31605 7.34822 2.41533
C 3.39554 6.30248 2.39664
O 3.43314 5.38662 3.21589
N 4.35554 6.38975 1.43164
C 4.48598 7.37969 0.38868
H 1.62572 7.14605 3.23917
H 2.75587 8.33744 2.56804
H 1.75292 7.32161 1.47847
H 5.04732 5.65072 1.48398
H 4.46004 6.86314 -0.57395
H 5.45484 7.87081 0.50689
H 3.69263 8.12740 0.42177